Below is the molecule C22H24FN3O2S at a distorted geometry, with properties calculated with the ωB97M-V functional and the def2-TZVPD basis.

Last columns: bonded neighbours and bond lengths (Å).
Atoms and positions in Å:
1 O 0.390 -2.141 0.805  C2 1.210
2 C -0.011 -1.124 0.285  O1 1.210, N3 1.368, C29 1.528
3 N 0.841 -0.153 -0.165  C2 1.368, C4 1.387, H28 1.009
4 C 2.225 -0.235 -0.131  N3 1.387, C5 1.377, N8 1.375
5 C 3.094 -1.296 -0.245  C4 1.377, C6 1.410, C25 1.475
6 C 4.375 -0.706 -0.262  C5 1.410, N7 1.313, C20 1.474
7 N 4.314 0.604 -0.186  C6 1.313, N8 1.348
8 N 3.002 0.898 -0.088  C4 1.375, N7 1.348, C9 1.398
9 C 2.602 2.231 0.047  N8 1.398, C10 1.394, C14 1.394
10 C 3.354 3.218 -0.587  C9 1.394, C11 1.380, H19 1.078
11 C 2.995 4.546 -0.475  C10 1.380, C12 1.385, H18 1.078
12 C 1.877 4.875 0.273  C11 1.385, C13 1.383, F17 1.347
13 C 1.132 3.914 0.932  C12 1.383, C14 1.383, H16 1.078
14 C 1.503 2.586 0.827  C9 1.394, C13 1.383, H15 1.079
15 H 0.962 1.837 1.383  C14 1.079
16 H 0.285 4.210 1.531  C13 1.078
17 F 1.510 6.167 0.372  C12 1.347
18 H 3.565 5.323 -0.958  C11 1.078
19 H 4.224 2.921 -1.150  C10 1.078
20 C 5.524 -1.625 -0.361  C6 1.474, H21 1.088, H22 1.090, S23 1.881
21 H 6.298 -1.432 0.378  C20 1.088
22 H 5.960 -1.641 -1.360  C20 1.090
23 S 4.812 -3.333 -0.024  C20 1.881, O24 1.459, C25 1.876
24 O 4.945 -3.544 1.413  S23 1.459
25 C 3.049 -2.768 -0.324  C5 1.475, S23 1.876, H26 1.088, H27 1.091
26 H 2.406 -3.216 0.432  C25 1.088
27 H 2.763 -3.130 -1.312  C25 1.091
28 H 0.461 0.710 -0.524  N3 1.009
29 C -1.502 -0.847 0.103  C2 1.528, C30 1.537, C39 1.537, C45 1.530
30 C -2.069 -2.011 -0.725  C29 1.537, C31 1.526, H52 1.091, H53 1.094
31 C -3.586 -1.881 -0.836  C30 1.526, C32 1.528, C36 1.528, H51 1.095
32 C -3.932 -0.562 -1.525  C31 1.528, C33 1.527, H49 1.092, H50 1.093
33 C -3.379 0.597 -0.698  C32 1.527, C34 1.528, C45 1.533, H48 1.096
34 C -4.003 0.575 0.696  C33 1.528, C35 1.528, H43 1.092, H44 1.093
35 C -3.656 -0.746 1.382  C34 1.528, C36 1.528, C39 1.527, H42 1.095
36 C -4.206 -1.910 0.560  C31 1.528, C35 1.528, H37 1.092, H38 1.092
37 H -3.968 -2.856 1.052  C36 1.092
38 H -5.293 -1.833 0.486  C36 1.092
39 C -2.140 -0.873 1.501  C29 1.537, C35 1.527, H40 1.091, H41 1.094
40 H -1.873 -1.808 1.995  C39 1.091
41 H -1.742 -0.050 2.102  C39 1.094
42 H -4.097 -0.764 2.384  C35 1.095
43 H -5.087 0.681 0.617  C34 1.092
44 H -3.628 1.413 1.287  C34 1.093
45 C -1.855 0.474 -0.584  C29 1.530, C33 1.533, H46 1.094, H47 1.095
46 H -1.422 0.513 -1.588  C45 1.094
47 H -1.483 1.325 -0.003  C45 1.095
48 H -3.620 1.546 -1.192  C33 1.096
49 H -5.015 -0.463 -1.620  C32 1.092
50 H -3.504 -0.542 -2.530  C32 1.093
51 H -3.975 -2.717 -1.427  C31 1.095
52 H -1.801 -2.952 -0.242  C30 1.091
53 H -1.619 -2.005 -1.721  C30 1.094

Summary:
gap between HOMO and LUMO: 9.13 eV
HOMO energy: -0.321 Ha
LUMO: 0.0142 Eh
electronic energy: -45322.1696 eV

natural (NBO) atomic charge list, values in e, 4 entries: number 1, O, carries -0.611; number 2, C, carries 0.714; number 3, N, carries -0.633; number 4, C, carries 0.337